--- 1 ---
Computed, not measured: a 2-piece molecular cluster, C16H17N overall, with ωB97M-V with the def2-TZVPD basis set.

## Properties
HOMO-LUMO gap = 8.666 eV
LUMO = 0.827 eV
Structure (SMILES) = Cc1c[nH]c2ccccc12.Cc1ccccc1
Net charge = 0

The geometry in XYZ format:
```
34
Properties=species:S:1:pos:R:3:nbo_charge:R:1
C -1.220 4.154 1.023 -0.637
C 2.135 2.969 -1.455 -0.237
C 0.839 2.523 -1.706 -0.179
C 2.286 3.816 -0.359 -0.193
C -0.239 2.937 -0.949 -0.246
C 1.248 4.174 0.487 -0.229
C -0.049 3.730 0.170 0.010
H 2.934 2.514 -2.018 0.219
H 0.691 1.833 -2.531 0.204
H 3.276 4.211 -0.152 0.207
H -1.200 2.532 -1.239 0.211
H 1.391 4.784 1.365 0.212
H -2.123 4.092 0.411 0.218
H -1.139 5.072 1.592 0.222
H -1.403 3.348 1.745 0.216
C -1.376 -0.460 -0.960 -0.627
C -0.768 -1.102 1.448 -0.031
C -0.832 -1.343 0.120 -0.074
C -0.125 -3.236 1.201 0.152
C -0.402 -2.727 -0.075 -0.107
C 0.382 -4.515 1.410 -0.256
C -0.285 -3.565 -1.162 -0.182
C 0.606 -5.275 0.265 -0.198
C 0.215 -4.842 -1.020 -0.252
N -0.283 -2.228 2.123 -0.535
H -1.036 -0.229 2.020 0.209
H -0.235 -2.327 3.115 0.408
H -2.025 -1.108 -1.555 0.217
H -0.615 0.051 -1.543 0.218
H 0.454 -5.016 2.366 0.216
H -0.540 -3.227 -2.164 0.209
H 1.083 -6.246 0.335 0.205
H 0.376 -5.604 -1.768 0.216
H -2.025 0.309 -0.540 0.213
```

=====

--- 2 ---
Computed, not measured: a 2-piece molecular cluster, C16H17N overall, with ωB97M-V with the def2-TZVPD basis set.

## Properties
HOMO-LUMO gap = 8.344 eV
LUMO = 0.862 eV
Structure (SMILES) = Cc1c[nH]c2ccccc12.Cc1ccccc1
Net charge = 0

The geometry in XYZ format:
```
34
Properties=species:S:1:pos:R:3:nbo_charge:R:1
C -1.253 1.304 -0.883 -0.658
C 1.005 1.575 -2.056 -0.231
C -0.208 0.817 -1.963 0.038
C 1.828 1.209 -3.115 -0.194
C -0.491 -0.253 -2.800 -0.254
C 1.617 0.079 -3.894 -0.236
C 0.503 -0.646 -3.667 -0.208
H 1.145 2.403 -1.469 0.212
H 2.739 1.775 -3.237 0.205
H -0.606 1.397 0.032 0.233
H -2.109 0.740 -0.543 0.224
H -1.567 -0.636 -2.745 0.223
H 2.326 -0.193 -4.773 0.219
H 0.420 -1.485 -4.408 0.209
H -1.675 2.282 -1.171 0.215
C 2.554 -0.176 1.946 -0.629
C -1.132 -1.103 1.327 0.215
C -0.199 -0.076 1.835 -0.103
C 1.134 -0.547 1.525 -0.079
C 1.041 -1.644 0.699 -0.030
C -2.310 -1.308 1.848 -0.284
C -2.705 -0.381 2.768 -0.223
C -0.537 0.784 2.822 -0.203
C -1.900 0.638 3.214 -0.224
N -0.291 -1.947 0.598 -0.553
H -0.580 -2.692 -0.023 0.402
H -3.041 -2.013 1.544 0.217
H 1.814 -2.199 0.217 0.215
H -3.730 -0.487 3.124 0.211
H 0.132 1.509 3.146 0.214
H 2.622 0.087 2.969 0.209
H 2.751 0.799 1.513 0.215
H -2.388 1.462 3.891 0.210
H 3.092 -1.074 1.727 0.222
```

=====

Of them, 1 has the highest stability.

=====

--- 1 ---
Computed, not measured: a 2-piece molecular cluster, C16H17N overall, with ωB97M-V with the def2-TZVPD basis set.

## Properties
HOMO-LUMO gap = 8.666 eV
LUMO = 0.937 eV
Structure (SMILES) = Cc1c[nH]c2ccccc12.Cc1ccccc1
Net charge = 0

The geometry in XYZ format:
```
34
Properties=species:S:1:pos:R:3:nbo_charge:R:1
C 2.495 1.473 -1.086 -0.630
C 0.333 1.750 1.930 0.204
C 0.525 1.466 0.575 -0.121
C 1.919 1.758 0.264 -0.077
C 2.424 2.330 1.377 -0.037
C -0.896 1.513 2.529 -0.276
C -1.942 1.185 1.684 -0.212
C -1.777 0.903 0.319 -0.254
C -0.495 0.911 -0.201 -0.175
N 1.466 2.371 2.382 -0.550
H -1.118 1.453 3.587 0.216
H -2.933 1.111 2.111 0.207
H 1.641 2.719 3.304 0.408
H -2.579 0.799 -0.396 0.214
H 3.407 2.694 1.629 0.207
H -0.250 0.709 -1.232 0.217
H 2.843 0.442 -1.146 0.221
H 3.390 2.080 -1.263 0.215
H 1.808 1.727 -1.891 0.218
C -1.611 -3.026 0.721 -0.656
C 0.246 -2.957 -0.958 -0.243
C -1.054 -2.592 -0.594 0.093
C 0.837 -2.404 -2.080 -0.210
C -1.778 -1.802 -1.473 -0.247
C 0.164 -1.456 -2.829 -0.235
C -1.178 -1.188 -2.562 -0.207
H 0.769 -3.744 -0.431 0.208
H 1.803 -2.775 -2.393 0.211
H -1.163 -3.972 1.039 0.212
H -2.692 -3.120 0.768 0.216
H -2.821 -1.682 -1.204 0.209
H 0.596 -0.971 -3.692 0.211
H -1.629 -0.390 -3.144 0.214
H -1.297 -2.336 1.509 0.229
```

=====

--- 2 ---
Computed, not measured: a 2-piece molecular cluster, C16H17N overall, with ωB97M-V with the def2-TZVPD basis set.

## Properties
HOMO-LUMO gap = 8.596 eV
LUMO = 0.803 eV
Structure (SMILES) = Cc1c[nH]c2ccccc12.Cc1ccccc1
Net charge = 0

The geometry in XYZ format:
```
34
Properties=species:S:1:pos:R:3:nbo_charge:R:1
C -2.920 0.013 -3.238 -0.645
C -2.851 0.791 -0.761 -0.091
C -3.304 -0.123 -1.821 -0.078
C -3.307 0.239 0.438 0.130
C -3.860 -1.199 -1.171 -0.041
C -1.833 1.791 -0.827 -0.198
C -1.455 2.198 0.436 -0.226
C -2.112 1.825 1.667 -0.222
C -3.063 0.867 1.654 -0.225
N -4.003 -0.914 0.161 -0.532
H -1.315 2.108 -1.705 0.221
H -0.743 2.975 0.647 0.204
H -1.753 2.267 2.576 0.213
H -3.118 0.812 -3.967 0.231
H -3.199 -0.910 -3.759 0.214
H -4.110 -2.134 -1.648 0.211
H -4.648 -1.447 0.715 0.414
H -3.646 0.610 2.561 0.211
H -1.834 0.089 -3.268 0.211
C 2.559 -1.771 2.389 -0.638
C 2.919 -1.283 -0.034 -0.215
C 3.254 -0.979 1.310 -0.009
C 3.630 -0.653 -1.047 -0.204
C 4.331 0.522 -0.778 -0.231
C 4.193 -0.006 1.568 -0.222
C 4.646 0.813 0.549 -0.201
H 2.310 -2.146 -0.259 0.208
H 3.444 -1.193 -1.970 0.214
H 2.695 -1.433 3.410 0.219
H 2.929 -2.806 2.537 0.217
H 4.665 1.111 -1.625 0.215
H 4.708 0.079 2.509 0.210
H 5.267 1.674 0.708 0.212
H 1.525 -1.786 2.047 0.225
```

=====

Of them, 1 has the highest stability.

=====

--- 1 ---
Computed, not measured: an isolated ion of composition C4H13N3 and charge +3, with ωB97M-V with the def2-TZVPD basis set.

## Properties
HOMO-LUMO gap (alpha / beta) = 11.512 / 6.851 eV
LUMO (alpha / beta) = -13.169 / -17.852 eV
2S+1 = 2
Net charge = +3

The geometry in XYZ format:
```
20
Properties=species:S:1:pos:R:3:lowdin_spin:R:1
C -1.947 -0.331 -0.650 0.010
C -0.527 -0.723 -0.173 0.068
C 0.130 0.436 0.649 0.112
N 3.648 1.368 0.573 0.263
C 2.399 1.412 0.255 -0.016
N 1.566 0.387 0.647 0.489
N -2.899 -1.482 -0.659 0.004
H -1.899 0.059 -1.666 0.001
H -2.431 0.469 -0.115 0.001
H -0.444 -1.691 0.309 0.000
H 0.063 -0.846 -1.088 0.002
H -0.201 1.412 0.303 0.001
H -0.212 0.351 1.702 0.057
H 4.205 2.178 0.264 0.003
H 4.105 0.618 1.103 0.003
H 2.021 2.214 -0.380 -0.003
H 1.973 -0.495 0.979 0.005
H -2.585 -2.292 -1.213 0.000
H -3.792 -1.253 -1.122 0.001
H -3.172 -1.789 0.281 0.000
```

=====

--- 2 ---
Computed, not measured: an isolated ion of composition C4H13N3 and charge +3, with ωB97M-V with the def2-TZVPD basis set.

## Properties
HOMO-LUMO gap (alpha / beta) = 11.573 / 8.802 eV
LUMO (alpha / beta) = -12.479 / -16.143 eV
2S+1 = 2
Net charge = +3

The geometry in XYZ format:
```
20
Properties=species:S:1:pos:R:3:lowdin_spin:R:1
C 1.592 -0.029 -0.644 0.005
C 0.881 0.053 0.693 0.001
C -0.609 0.312 0.322 0.080
C -1.400 -0.847 0.127 0.486
N -2.821 -0.898 -0.206 0.059
N -1.020 1.630 0.335 0.312
N 3.119 -0.111 -0.500 0.000
H 1.105 -0.805 -1.251 0.003
H 1.358 0.899 -1.320 0.000
H 1.345 0.820 1.416 -0.001
H 1.079 -0.867 1.271 0.002
H -0.937 -1.829 0.353 0.011
H -3.338 -0.039 -0.448 0.000
H -2.988 -1.645 -0.963 0.010
H -3.248 -1.350 0.790 0.018
H -1.992 1.942 0.495 0.007
H -0.341 2.110 0.837 0.008
H 3.391 -1.002 0.047 0.000
H 3.469 0.709 -0.140 0.000
H 3.371 -0.217 -1.471 0.000
```

=====

Of them, 1 has the highest stability.

=====

--- 1 ---
Computed, not measured: a 2-piece molecular cluster, C4H14NO overall, with ωB97M-V with the def2-TZVPD basis set.

## Properties
HOMO-LUMO gap = 12.716 eV
LUMO = -3.067 eV
Net charge = +1

The geometry in XYZ format:
```
20
Properties=species:S:1:pos:R:3:nbo_charge:R:1
C -1.165 1.950 0.980 -0.663
C -0.133 1.169 0.187 0.047
C 1.152 0.714 0.881 -0.455
C 2.109 -0.328 0.061 -0.623
N -0.973 -0.158 -0.395 -0.756
H -0.574 2.683 1.509 0.262
H -1.619 1.464 1.864 0.243
H -1.956 2.306 0.360 0.232
H 0.005 1.637 -0.803 0.222
H 1.805 1.532 0.889 0.248
H 0.960 0.465 1.977 0.237
H 3.043 -0.615 0.452 0.249
H 1.650 -1.350 -0.012 0.200
H 2.281 -0.058 -1.035 0.220
H -1.816 0.183 -0.708 0.415
H -0.610 -0.745 -1.215 0.457
H -1.038 -1.080 0.090 0.455
H -1.567 -3.642 -1.305 0.492
H -0.582 -3.182 -2.290 0.487
O -0.973 -2.946 -1.489 -0.970
```

=====

--- 2 ---
Computed, not measured: a 2-piece molecular cluster, C4H14NO overall, with ωB97M-V with the def2-TZVPD basis set.

## Properties
HOMO-LUMO gap = 11.567 eV
LUMO = -3.240 eV
Net charge = +1

The geometry in XYZ format:
```
20
Properties=species:S:1:pos:R:3:nbo_charge:R:1
C 0.222 -3.059 0.664 -0.420
N 0.836 -1.714 0.436 -0.699
H 0.973 -3.832 0.557 0.235
H -0.200 -3.087 1.666 0.235
H -0.566 -3.207 -0.070 0.238
H 1.298 -1.656 -0.474 0.432
H 1.536 -1.489 1.146 0.430
H 0.100 -0.950 0.454 0.477
C 0.353 1.027 -1.439 -0.639
C -0.761 1.398 -0.483 0.098
C -0.432 2.612 0.374 -0.644
O -1.020 0.237 0.370 -0.770
H 0.130 0.100 -1.970 0.211
H 1.302 0.927 -0.904 0.196
H 0.477 1.804 -2.184 0.251
H -1.684 1.582 -1.034 0.190
H -0.078 3.424 -0.257 0.240
H 0.341 2.372 1.105 0.212
H -1.317 2.968 0.898 0.225
H -1.510 0.544 1.145 0.502
```

=====

Of them, 2 has the highest stability.

=====

--- 1 ---
Computed, not measured: C2H6N2O2S in the gas phase, with ωB97M-V with the def2-TZVPD basis set.

## Properties
HOMO-LUMO gap = 11.199 eV
LUMO = 0.706 eV
Structure (SMILES) = NS(=O)(=O)N1CC1
Net charge = 0

The geometry in XYZ format:
```
13
Properties=species:S:1:pos:R:3:nbo_charge:R:1
C -0.199 -0.221 1.375 -0.232
C -0.136 1.294 1.144 -0.248
N 0.222 0.323 0.071 -0.705
N 0.434 -0.071 -2.469 -0.980
O -1.578 -1.005 -1.192 -0.942
O -1.383 1.386 -1.395 -0.944
S -0.779 0.151 -1.239 2.412
H 0.458 -0.731 1.995 0.207
H -1.159 -0.658 1.554 0.216
H -0.992 1.851 0.645 0.245
H 0.688 1.922 1.488 0.213
H -0.114 -0.806 -2.923 0.374
H 1.126 -0.618 -1.924 0.384
```

=====

--- 2 ---
Computed, not measured: C2H6N2O2S in the gas phase, with ωB97M-V with the def2-TZVPD basis set.

## Properties
HOMO-LUMO gap = 9.241 eV
LUMO = 0.123 eV
Structure (SMILES) = C/N=N/S(C)(=O)=O
Net charge = 0

The geometry in XYZ format:
```
13
Properties=species:S:1:pos:R:3:nbo_charge:R:1
C -2.000 0.251 -1.490 -0.467
C 1.342 -1.104 1.046 -0.908
N -0.848 0.054 -0.632 -0.156
N -0.460 1.037 -0.064 -0.190
O 2.464 0.955 0.037 -0.908
O 1.232 1.505 2.142 -0.886
S 1.341 0.727 0.929 2.060
H -2.513 -0.748 -1.638 0.221
H -1.763 0.733 -2.383 0.231
H -2.673 0.971 -0.899 0.216
H 1.235 -1.549 2.065 0.255
H 0.429 -1.204 0.322 0.266
H 2.214 -1.627 0.565 0.265
```

=====

Of them, 1 has the highest stability.

=====

--- 1 ---
Computed, not measured: C2H6N3O as an isolated structure, with ωB97M-V with the def2-TZVPD basis set.

## Properties
HOMO-LUMO gap (alpha / beta) = 8.267 / 7.899 eV
LUMO (alpha / beta) = -4.687 / -4.825 eV
Net charge = +1

The geometry in XYZ format:
```
12
Properties=species:S:1:pos:R:3:nbo_charge:R:1
C 0.276 -1.114 -0.184 -0.058
C -0.768 0.849 -0.410 -0.220
N -1.050 -1.811 -2.010 0.344
N -0.653 -0.914 -1.221 -0.188
N 0.275 0.214 0.433 -0.553
O -1.744 -2.025 -2.947 -0.226
H -0.038 -1.924 0.373 0.243
H 1.224 -1.351 -0.559 0.230
H -0.493 1.541 -1.118 0.226
H -1.817 1.081 0.050 0.262
H 0.247 0.361 1.463 0.475
H 1.150 0.812 0.152 0.466
```

=====

--- 2 ---
Computed, not measured: C2H6N3O as an isolated structure, with ωB97M-V with the def2-TZVPD basis set.

## Properties
HOMO-LUMO gap = 10.525 eV
LUMO = -4.331 eV
Net charge = +1

The geometry in XYZ format:
```
12
Properties=species:S:1:pos:R:3:nbo_charge:R:1
C -0.045 0.557 -0.355 0.455
C -1.021 -0.489 0.352 -0.143
N 1.178 0.225 -0.100 -0.345
N -0.466 1.616 -1.008 -0.769
N 1.153 -0.940 0.699 -0.110
O -0.146 -1.488 0.704 -0.308
H -1.336 -0.067 1.279 0.218
H -1.884 -0.779 -0.301 0.253
H -1.260 1.828 -1.623 0.449
H 0.179 2.310 -1.414 0.429
H 1.972 -1.853 0.213 0.436
H 1.677 -0.921 1.554 0.434
```

=====

Of them, 2 has the highest stability.